Here is a cluster of 3 separate species, C4H13NO2 in total from OMol25. Energies are from the ωB97M-V functional and the def2-TZVPD basis.

XYZ file:
```
20
Properties=species:S:1:pos:R:3:lowdin_spin:R:1
C 0.873 2.994 -0.455 0.0797
C 0.476 1.624 -0.614 0.3321
C 0.093 0.873 0.442 0.1228
N -0.103 -0.485 0.642 0.3394
C -0.145 -0.918 2.064 0.0252
H 1.723 3.504 -0.942 0.0155
H 0.114 3.675 -0.869 0.0360
H 1.052 3.319 0.556 0.0007
H 0.400 1.191 -1.621 0.0106
H -0.029 1.612 1.356 0.0070
H 0.421 -1.026 -0.038 0.0072
H -0.072 -2.037 1.921 -0.0002
H 0.833 -0.625 2.436 0.0142
H -0.920 -0.424 2.549 0.0047
H -2.859 -1.483 -1.600 0.0000
H -1.545 -0.830 -1.297 0.0002
O -1.929 -1.774 -1.543 0.0055
H 0.392 -2.366 -1.303 -0.0001
H 0.322 -3.601 -0.525 0.0000
O 0.902 -3.222 -1.157 -0.0006
```

Values from the calculation:
multiplicity = 2
gap between HOMO and LUMO (alpha / beta) = 10.9097 / 7.4689 eV
charge = +1
lowest unoccupied orbital energy (alpha / beta) = -0.1384 / -0.2740 Eh
E_tot = -365.06984 hartree

Here is a structure of composition C11H25F5LaNO3P2Te from OMol25. Energies are from the ωB97M-V functional and the def2-TZVPD basis.

XYZ file:
```
49
Properties=species:S:1:pos:R:3:mulliken_charge:R:1
C 0.060 -0.547 -3.977 -0.9719
C 0.595 -0.042 -2.767 1.0730
N 0.576 -0.913 -1.691 0.1038
C 0.039 -2.149 -1.682 0.7281
C -0.450 -2.646 -2.872 -0.7871
C -0.446 -1.833 -4.015 -0.3345
C 1.126 1.234 -2.585 -1.3168
P 1.735 1.866 -1.094 1.4276
La -0.585 0.954 2.424 1.2697
P -0.654 -2.047 1.052 0.8443
C 0.130 -2.913 -0.379 -1.2787
O -2.490 3.117 -3.353 -0.5998
O -0.595 4.052 1.624 -0.4576
H 0.099 0.109 -4.853 0.3607
H -0.874 -3.644 -2.882 0.3540
H -0.857 -2.209 -4.947 0.3956
C 3.502 1.571 -1.018 -1.4098
C 1.457 3.637 -1.161 -1.4263
H -0.355 -3.879 -0.539 0.3547
H 1.185 -3.081 -0.108 0.4385
H -2.980 3.917 -3.575 0.3003
H 1.064 1.872 -3.445 0.1926
C -0.030 -3.166 2.366 -1.0398
C -2.355 -2.720 0.827 -1.4314
H -2.388 -0.477 2.778 -0.5798
H -0.198 4.752 2.147 0.2659
H -1.425 4.424 1.355 0.2701
H -3.151 2.559 -2.872 0.3083
H 0.919 -0.543 -0.815 -0.3174
H -2.967 -0.178 2.381 0.5303
H 3.990 2.369 -1.605 0.4016
H 3.878 1.589 0.016 0.2632
H 3.758 0.614 -1.501 0.3783
H 2.066 4.004 -1.996 0.4379
H 0.407 3.826 -1.391 0.2336
H 1.764 4.112 -0.232 0.3096
H -2.347 -3.803 1.027 0.4061
H -3.022 -2.204 1.534 0.3879
H -2.686 -2.525 -0.205 0.3732
H -0.707 -4.027 2.462 0.4063
H 0.981 -3.506 2.093 0.3804
H 0.004 -2.623 3.321 0.2224
F 1.221 -0.338 3.250 -0.5403
Te 0.686 0.234 5.304 1.4109
F 0.952 1.123 0.467 -0.1560
F -0.533 0.513 6.768 -0.4560
F -1.010 -0.533 4.387 -0.5120
F 0.915 -1.692 5.700 -0.4977
O -0.003 1.789 4.277 -0.7160
```

Values from the calculation:
gap between HOMO and LUMO (alpha / beta) = 3.2851 / 3.2810 eV
lowest unoccupied orbital energy (alpha / beta) = -0.0228 / -0.0226 Eh
E_tot = -2196.23684 hartree

Here is a cluster of 2 separate species, CCl2OS in total from OMol25. Energies are from the ωB97M-V functional and the def2-TZVPD basis.

XYZ file:
```
5
Properties=species:S:1:pos:R:3:mulliken_charge:R:1
C 0.406 -0.292 0.728 0.3468
O 0.594 -1.406 0.831 -0.2206
S 0.777 0.119 -2.333 -0.0316
Cl 0.554 1.208 1.410 -0.0202
Cl 0.294 -1.644 -3.081 -0.0744
```

Values from the calculation:
gap between HOMO and LUMO (alpha / beta) = 8.4334 / 6.1814 eV
lowest unoccupied orbital energy (alpha / beta) = -0.0244 / -0.0794 Eh
E_tot = -1431.80484 hartree

Here is the ion C3H3OS2 with charge -1 from OMol25. Energies are from the ωB97M-V functional and the def2-TZVPD basis.

XYZ file:
```
9
Properties=species:S:1:pos:R:3:mulliken_charge:R:1
C -1.920 -0.365 0.293 -0.7062
C -0.642 -0.067 -0.048 -0.1685
S 0.694 -1.160 -0.190 -0.2564
C 2.137 0.391 -0.190 0.3809
O 1.731 1.361 -0.783 -0.5579
S 3.484 -0.021 0.582 -0.4746
H -2.733 0.367 0.142 0.2115
H -2.487 -1.369 0.242 0.1915
H -0.263 0.862 -0.048 0.3798
```

Values from the calculation:
gap between HOMO and LUMO = 7.4286 eV
charge = -1
lowest unoccupied orbital energy = 0.1337 Eh
SMILES = C=CSC([O-])=S
E_tot = -987.75311 hartree

Here is a cluster of 2 separate species, C9H14 in total from OMol25. Energies are from the ωB97M-V functional and the def2-TZVPD basis.

XYZ file:
```
23
Properties=species:S:1:pos:R:3:lowdin_spin:R:1
C 4.149 -0.030 1.296 0.0485
C 3.631 -1.496 0.957 0.0423
H 5.218 -0.117 1.109 0.0033
H 3.646 0.759 0.836 0.0136
H 3.841 0.251 2.346 0.0089
H 4.307 -2.380 1.100 0.0039
H 3.507 -1.649 -0.212 0.0067
H 2.640 -1.487 1.479 0.0158
C -3.499 -1.284 -0.833 0.0178
C -0.681 1.966 -0.322 0.0985
C -2.036 2.151 -0.151 0.1200
C -0.285 0.708 -0.744 0.1726
C -2.974 1.080 -0.123 0.1880
C -1.206 -0.275 -1.028 0.0986
C -2.478 -0.108 -0.693 0.0603
H 0.039 2.777 -0.342 0.0204
H -2.535 3.062 0.090 0.0094
H 0.842 0.573 -0.941 0.0204
H -3.894 1.396 0.413 0.0268
H -0.866 -1.213 -1.576 0.0132
H -2.933 -2.150 -0.871 0.0010
H -4.088 -1.167 -1.799 0.0034
H -4.344 -1.369 0.009 0.0067
```

Values from the calculation:
multiplicity = 2
gap between HOMO and LUMO (alpha / beta) = 2.6647 / 7.6738 eV
charge = -1
lowest unoccupied orbital energy (alpha / beta) = 0.1380 / 0.1303 Eh
E_tot = -351.20861 hartree

Here is a structure of composition C4H11ClGaHgI from OMol25. Energies are from the ωB97M-V functional and the def2-TZVPD basis.

XYZ file:
```
19
Properties=species:S:1:pos:R:3:mulliken_charge:R:1
Ga -0.003 -0.410 1.899 -0.0639
Cl -0.531 1.753 1.150 -0.4590
C -1.660 -1.205 2.607 -0.9650
H -1.581 -1.921 3.427 0.3338
H -2.230 -1.666 1.788 0.2791
H -2.221 -0.329 2.967 0.2244
Hg 0.478 0.527 -1.171 0.4809
C -1.630 0.758 -1.788 -1.0455
C 2.535 1.379 -1.163 -1.0367
C 0.825 -1.548 -1.411 -0.9893
H 2.970 0.978 -0.227 0.1750
H 3.100 1.006 -2.050 0.2254
H 2.468 2.485 -1.161 0.2197
H -2.169 0.110 -1.076 0.1420
H -1.936 1.816 -1.707 0.2330
H -1.767 0.375 -2.824 0.2277
H -0.018 -2.173 -1.764 0.2342
H 1.873 -1.900 -1.443 0.2387
I 1.496 -0.033 3.948 -0.4545
```

Values from the calculation:
gap between HOMO and LUMO (alpha / beta) = 3.7608 / 4.2427 eV
charge = -2
lowest unoccupied orbital energy (alpha / beta) = 0.1759 / 0.1705 Eh
E_tot = -2994.97342 hartree

Here is a structure of composition C29H45F20N2O4PSSi2 from OMol25. Energies are from the ωB97M-V functional and the def2-TZVPD basis.

XYZ file:
```
104
Properties=species:S:1:pos:R:3:lowdin_spin:R:1
O 1.586 5.446 2.276 0.0000
P 0.030 5.092 2.190 0.0000
Si -0.549 3.451 3.548 0.0000
O 0.203 1.903 3.190 -0.0003
Si -0.089 1.385 1.537 -0.0004
S 1.559 0.162 0.767 0.0002
C -1.777 0.507 1.240 -0.0003
C -2.034 -0.001 -0.300 0.0000
C -2.397 1.211 -1.364 0.0000
F -3.695 0.805 -2.022 0.0000
F -2.686 2.479 -0.654 0.0000
C -1.293 1.339 -2.579 0.0000
F -1.559 0.164 -3.492 0.0004
F 0.059 1.114 -2.019 0.0001
C -1.450 2.676 -3.514 0.0000
F -1.245 2.209 -4.936 0.0000
F -2.864 3.208 -3.497 0.0000
C -0.427 3.905 -3.151 0.0000
F -0.584 4.249 -1.703 0.0000
F 1.029 3.552 -3.344 0.0000
C -0.670 5.277 -4.022 0.0000
F -1.946 5.995 -3.674 0.0000
F -0.743 5.049 -5.504 0.0000
C 0.528 6.415 -3.820 0.0000
F -0.032 7.672 -4.445 0.0000
F 0.774 6.763 -2.392 0.0000
F 1.765 6.110 -4.590 0.0000
C -2.502 3.290 3.688 0.0000
F -2.744 1.929 4.227 0.0000
F -3.160 3.523 2.349 0.0000
C -3.107 4.490 4.669 0.0000
F -4.140 5.258 3.896 0.0000
F -2.075 5.483 5.077 0.0000
C -3.848 3.878 6.010 0.0000
F -5.025 3.025 5.728 0.0000
F -4.361 5.075 6.769 0.0000
F -2.804 3.251 6.854 0.0000
H -0.683 6.320 2.507 0.0000
H -0.280 4.792 0.786 0.0000
H -0.106 3.857 4.898 0.0000
H -0.109 2.612 0.714 0.0000
H 2.201 1.004 -0.175 0.0002
H -1.768 -0.473 1.917 -0.0004
H -2.724 1.122 1.562 0.0000
H -1.134 -0.675 -0.627 0.0000
H -2.981 -0.725 -0.254 0.0000
C 2.422 -0.844 -5.328 0.0011
C 2.185 -2.366 -5.102 0.0214
C 3.087 -3.205 -6.054 0.0129
C 2.610 -3.217 -7.500 0.0008
C 1.150 -3.647 -7.583 0.0122
C 0.221 -2.794 -6.681 0.0217
N 0.724 -2.678 -5.268 0.3050
O 0.474 -3.904 -4.626 0.6189
C 0.062 -1.387 -7.316 0.0008
C -1.223 -3.390 -6.750 -0.0012
C 2.706 -2.612 -3.646 -0.0010
H 2.861 -0.355 -4.448 -0.0003
H 3.097 -0.648 -6.169 -0.0002
H 1.497 -0.288 -5.502 0.0009
H 3.131 -4.244 -5.702 0.0024
H 4.118 -2.832 -6.021 0.0009
H 2.749 -2.230 -7.956 0.0003
H 3.228 -3.911 -8.082 0.0008
H 0.820 -3.590 -8.629 0.0008
H 1.080 -4.707 -7.302 0.0025
H -0.517 -0.722 -6.664 0.0009
H -0.474 -1.443 -8.272 -0.0004
H 1.015 -0.903 -7.542 0.0000
H -1.261 -4.446 -6.456 -0.0007
H -1.620 -3.349 -7.776 -0.0003
H -1.913 -2.831 -6.107 0.0001
H 2.098 -2.076 -2.910 0.0001
H 3.742 -2.262 -3.541 -0.0003
H 2.717 -3.674 -3.375 -0.0007
C 2.161 -1.226 6.636 0.0012
C 0.868 -1.137 5.774 0.0228
C -0.392 -1.372 6.656 0.0140
C -0.604 -2.828 7.050 0.0008
C -0.603 -3.726 5.818 0.0130
C 0.667 -3.547 4.946 0.0227
N 0.960 -2.106 4.628 0.3232
O 0.043 -1.694 3.646 0.5962
C 1.872 -4.195 5.680 0.0011
C 0.512 -4.420 3.658 -0.0011
C 0.829 0.359 5.313 -0.0008
H 2.694 -0.267 6.688 -0.0003
H 1.953 -1.529 7.668 -0.0002
H 2.903 -1.916 6.226 0.0010
H -1.289 -1.032 6.120 0.0025
H -0.335 -0.761 7.565 0.0010
H 0.166 -3.146 7.761 0.0003
H -1.562 -2.928 7.573 0.0010
H -0.699 -4.771 6.139 0.0009
H -1.502 -3.508 5.225 0.0025
H 2.807 -4.014 5.138 0.0009
H 1.750 -5.283 5.753 -0.0004
H 1.994 -3.843 6.706 0.0000
H -0.389 -4.174 3.084 -0.0007
H 0.425 -5.488 3.911 -0.0003
H 1.380 -4.307 2.998 0.0002
H 1.674 0.595 4.657 0.0003
H 0.882 1.032 6.179 -0.0003
H -0.097 0.615 4.785 -0.0005
```

Values from the calculation:
multiplicity = 3
gap between HOMO and LUMO (alpha / beta) = 8.2560 / 8.8353 eV
lowest unoccupied orbital energy (alpha / beta) = -0.0307 / -0.0308 Eh
E_tot = -4857.86828 hartree